This record from the OMol25 dataset describes the molecule C3H10N2O2Si in a non-equilibrium geometry. The level of theory is ωB97M-V/def2-TZVPD.

Each atom is followed by the atoms it is bonded to, with distances in Å.
Element x y z (Å)
1 N -1.9608 0.4523 -0.6219  C2 1.426, H9 0.980, H10 0.970
2 C -0.8624 -0.3155 -0.1333  N1 1.426, Si3 1.894, C4 1.644, H11 1.077
3 Si -0.6435 -0.4653 1.7419  C2 1.894, H12 1.441, H13 1.461, H14 1.600
4 C 0.5215 0.1321 -0.8990  C2 1.644, N5 1.501, C6 1.538, H15 1.056
5 N 1.1317 1.3714 -0.3123  C4 1.501, H16 1.014, H17 1.061
6 C 1.4985 -1.0429 -0.7258  C4 1.538, O7 1.254, O8 1.353
7 O 1.2048 -2.2438 -0.9334  C6 1.254
8 O 2.7155 -0.5969 -0.3379  C6 1.353, H18 0.963
9 H -2.2086 1.2112 -0.0535  N1 0.980
10 H -2.7582 -0.0973 -0.5758  N1 0.970
11 H -1.0595 -1.2920 -0.5435  C2 1.077
12 H -0.7845 0.8069 2.4033  Si3 1.441
13 H -1.8775 -1.1536 2.1118  Si3 1.461
14 H 0.7194 -1.2845 1.9165  Si3 1.600
15 H 0.2574 0.3214 -1.9040  C4 1.056
16 H 0.4256 1.7619 0.3023  N5 1.014
17 H 1.1629 2.0893 -1.0928  N5 1.061
18 H 2.5177 0.3453 -0.3427  O8 0.963

Properties
- energy (a.u.) = -669.752167
- gap between HOMO and LUMO (Ha) = 0.370
- molar mass (g mol⁻¹) = 134.211
- E_HOMO (eV) = -9.51
- structure (SMILES) = N[C@H]([SiH3])[C@@H](N)C(=O)O